This record from the Open Molecules 2025 dataset describes C19H29BN2O2Tc as an isolated structure at a distorted geometry. The level of theory is wB97M-V/def2-TZVPD.

LUMO energy (spin up / spin down): -7.759 / -11.968 eV
Net charge: +2
Spin multiplicity: 4
Frontier orbital gap (spin up / spin down): 5.78 / 2.90 eV
E_HOMO (spin up / spin down): -0.4976 / -0.5464 Ha
Maximum force: 6.59 eV Å⁻¹
Total energy: -30102.5929 eV

CARTESIAN COORDINATES (ANGSTROEM)
C (-0.586809, 0.905498, 2.275774)
C (-0.458503, -0.567304, 2.282873)
H (0.390796, 1.222964, 2.601908)
H (-1.468714, 1.057459, 3.084086)
H (-0.859737, 1.834521, 1.587489)
H (-0.205878, -1.580679, 1.799358)
H (0.389504, -0.741428, 3.051532)
H (-1.458923, -0.872887, 2.596127)
C (0.681900, 2.670990, -1.680412)
C (0.908636, 3.498267, -2.798395)
C (1.097678, 2.903104, -4.063090)
C (1.067956, 1.522631, -4.292058)
H (0.541515, 2.985944, -0.669302)
H (0.933666, 4.562710, -2.670427)
H (1.286343, 3.491923, -4.961015)
H (1.206249, 0.921322, -5.223526)
N (0.643837, 1.322647, -1.928313)
C (0.820330, 0.731462, -3.142034)
C (0.698098, -0.756720, -3.160360)
N (0.462706, -1.358342, -1.927475)
C (0.237357, -2.665518, -1.733509)
C (0.530907, -2.919084, -4.087196)
C (0.266197, -3.496739, -2.836632)
H (0.038090, -2.975030, -0.692813)
H (0.081263, -4.561335, -2.712939)
C (0.760283, -1.576042, -4.313603)
H (0.986050, -0.980439, -5.249926)
H (0.572283, -3.532464, -5.010161)
Tc (0.150545, -0.035927, -0.437758)
C (-1.907578, -0.014382, -0.411818)
H (-2.334866, -1.000427, -0.611895)
H (-2.332582, 0.623151, -1.191904)
H (-2.464063, 0.285827, 0.480573)
C (4.838948, 1.226475, 0.583348)
C (4.281522, -0.205827, 0.610162)
C (5.373340, -1.146744, 0.110633)
O (3.170222, -0.295686, -0.290679)
B (1.959213, -0.096354, 0.427616)
O (2.309146, -0.082878, 1.818463)
C (3.641230, -0.568128, 2.008414)
C (3.588157, -2.067891, 2.276434)
C (4.321305, 0.080427, 3.214558)
H (5.094001, 1.525133, -0.447150)
H (5.770434, 1.306358, 1.170075)
H (4.109104, 1.950786, 0.978587)
H (5.705259, -0.855297, -0.899509)
H (6.267930, -1.121317, 0.757878)
H (5.019340, -2.186260, 0.054969)
H (4.574463, -2.492744, 2.516891)
H (2.954198, -2.252399, 3.150630)
H (3.183436, -2.631850, 1.429011)
H (4.396236, 1.172532, 3.127392)
H (3.748185, -0.153982, 4.121115)
H (5.348795, -0.300425, 3.398301)

Cartesian forces, eV/Å:
-1.142 4.315 0.749
0.238 -3.910 1.397
-0.067 0.724 0.794
2.481 0.217 -1.589
0.212 -2.593 -0.197
0.180 1.748 -1.893
-1.901 0.173 -0.595
0.354 -0.621 0.539
0.375 -2.142 -2.559
0.015 -0.906 -0.072
0.250 -0.502 -1.468
-0.137 -0.250 0.777
-0.093 0.220 0.361
0.038 0.351 -0.108
-0.079 0.318 0.496
-0.006 1.574 0.531
-0.465 -0.283 2.268
-0.176 -1.703 0.064
0.101 0.903 0.804
-0.209 1.642 0.555
0.287 1.028 -0.012
0.189 -1.092 -2.226
0.092 -0.167 -0.799
0.133 0.066 -0.766
0.070 0.198 -0.236
0.206 1.859 0.638
-0.403 -1.850 0.776
-0.128 0.031 0.955
-2.251 0.910 -0.706
-2.159 -0.065 0.404
0.312 -0.374 -0.191
0.358 0.164 -0.325
0.448 0.120 0.191
-0.027 0.371 -0.090
1.249 0.009 0.521
0.162 -0.423 -0.085
-2.113 0.315 -0.134
5.711 -0.549 3.245
-1.498 0.297 -1.356
1.387 -0.174 -0.393
-0.080 -0.486 0.025
0.069 0.442 0.269
-0.179 -0.254 0.309
-0.486 -0.108 -0.159
0.219 -0.206 -0.080
-0.203 0.001 0.375
-0.468 0.047 -0.148
0.108 0.318 0.029
-0.256 0.310 -0.175
0.024 0.069 -0.152
-0.021 0.101 0.039
-0.150 -0.322 0.036
0.068 0.089 -0.217
-0.637 0.051 -0.417

These are the Mulliken partial charges, in e, on atoms 1 to 8:
1 C -0.90
2 C -0.66
3 H 0.33
4 H 0.35
5 H 0.23
6 H 0.12
7 H 0.25
8 H 0.52